Here is a structure of composition C32H31BrN3O2PS5Ta from the OMol25 dataset. Energies are from ωB97M-V with the def2-TZVPD basis set.

Cartesian coordinates (Å):
Ta -0.86980 0.41366 0.17663
N -1.17234 4.81711 0.39414
C 0.20090 4.75313 0.61282
C 1.17596 5.73965 0.65803
C 2.45720 5.31581 0.93944
C 2.74211 3.96463 1.17822
C 1.76424 2.99208 1.11845
C 0.47502 3.40453 0.80555
N -0.73229 2.67028 0.67226
C -1.67173 3.58138 0.45455
C -3.06272 3.22534 0.40598
C -4.16201 3.99210 0.22244
S -5.54170 3.00341 0.33471
C -4.54936 1.63689 0.60617
N -3.27555 1.89801 0.61863
H -1.70734 5.65382 0.24347
H 0.94317 6.78537 0.48984
H 3.26000 6.04154 0.98278
H 3.75778 3.66854 1.40005
H 1.99469 1.95501 1.31923
H -4.23742 5.05666 0.03062
H -4.96862 0.64340 0.74185
S -0.52922 0.45911 2.58365
C -0.28070 -1.20161 3.08466
C -0.23356 -1.49959 4.45080
C -0.02810 -2.79847 4.87106
C 0.13964 -3.81897 3.93230
C 0.09963 -3.53258 2.58104
C -0.11151 -2.21703 2.14732
S -0.13520 -1.87552 0.43848
H -0.35695 -0.69737 5.17290
H -0.00137 -3.02328 5.93043
H 0.30592 -4.84039 4.25732
H 0.22628 -4.32039 1.84407
Br -1.91446 1.38434 -2.41803
C -3.08107 -0.11261 -2.66221
C -3.62728 -0.28972 -3.88861
C -4.57970 -1.32262 -4.05758
C -4.98201 -2.05644 -2.98264
C -4.42530 -1.84012 -1.69356
C -4.90249 -2.54015 -0.56173
C -4.35356 -2.31489 0.66978
C -3.25078 -1.44240 0.80794
C -2.73437 -0.74010 -0.26056
C -3.37940 -0.89059 -1.52167
H -3.35629 0.35516 -4.71886
H -5.00117 -1.49882 -5.03920
H -5.74588 -2.81976 -3.09587
H -5.71381 -3.24933 -0.69244
H -4.72958 -2.83865 1.54251
H -2.79089 -1.36111 1.78964
C 3.62673 -2.61714 1.20617
C 3.81505 -1.13623 1.48317
C 5.26416 -0.71073 1.31403
O 2.85257 -0.35012 0.66909
P 2.99789 0.20095 -0.79831
S 4.21061 1.66115 -1.05830
S 1.00604 0.73230 -1.35202
O 3.31157 -1.12005 -1.61352
C 3.26573 -1.45230 -3.05360
C 3.48892 -0.27939 -3.99186
C 1.97565 -2.19340 -3.33481
H 4.27225 -3.18733 1.87905
H 3.90122 -2.84927 0.17648
H 2.59479 -2.92679 1.37138
H 3.48586 -0.90930 2.49206
H 5.60374 -0.87985 0.29090
H 5.88019 -1.32114 1.97988
H 5.41524 0.34049 1.55837
H 4.09402 -2.14313 -3.16340
H 2.68365 0.45511 -3.91551
H 3.50352 -0.66009 -5.01735
H 4.43293 0.22217 -3.79145
H 1.12080 -1.51571 -3.30868
H 1.81803 -2.98943 -2.60605
H 2.03187 -2.63918 -4.33247

* relative energy (zero: lowest compared OMol25 entry of this formula, charge and spin): 23.81 kcal/mol
* Kohn-Sham gap: 0.2365 hartree
* charge: +1



Here is a structure of composition C32H31ClFIN4O3S2Ti from the OMol25 dataset. Energies are from ωB97M-V with the def2-TZVPD basis set.

Cartesian coordinates (Å):
Ti -0.45574 0.25412 -0.41556
C -3.80989 1.56868 -2.03752
C -3.42219 1.69896 -0.58799
N -2.31859 1.25664 0.07176
C -2.51118 1.53835 1.42951
C -3.65956 2.17356 1.77347
S -4.59651 2.45238 0.39541
C -1.45781 1.11875 2.34650
C -1.43365 1.27367 3.70818
S 0.00833 0.58901 4.38321
C 0.54181 0.12120 2.81009
N -0.38658 0.48806 1.76844
C 1.83391 -0.60096 2.59964
H -3.05272 1.04200 -2.60202
H -3.97221 2.54003 -2.49166
H -4.73859 0.98952 -2.11538
H -3.99322 2.47755 2.75110
H -2.17700 1.73600 4.33938
H 2.38906 -0.79934 3.55082
H 2.58299 -0.01006 1.82954
H 1.65567 -1.64535 2.00748
Cl 0.53212 2.24064 -7.02691
C 0.54693 1.43066 -5.47708
C 1.31847 0.29585 -5.35140
C 1.36869 -0.37937 -4.13766
I 2.58708 -2.09676 -4.06697
C 0.65310 0.03609 -2.99880
O 0.66762 -0.54175 -1.87406
C -0.13719 1.21315 -3.16012
N -0.79361 1.57303 -2.04167
C -1.52433 2.69417 -2.14484
C -1.64835 3.46736 -3.30479
C -0.99286 3.07874 -4.42933
C -0.19786 1.92382 -4.38951
H 1.88641 -0.06510 -6.19776
H -2.01722 3.00035 -1.25332
H -2.25871 4.36236 -3.29725
H -1.07823 3.66744 -5.33435
C 4.99101 -2.33264 2.71553
C 3.80254 -1.72458 2.02148
C 3.84478 -0.34695 1.57404
C 2.58975 0.24799 0.81283
N 1.31546 -0.55292 0.54902
C 1.36633 -1.92835 1.02534
C 2.59240 -2.56162 1.78758
H 5.80419 -1.60846 2.81373
H 5.37372 -3.18814 2.15026
H 4.71938 -2.67119 3.72673
H 4.72188 0.27952 1.70816
H 2.62371 1.24214 0.45977
H 0.50298 -2.50927 0.81774
H 2.54292 -3.60198 2.08445
C 2.14091 3.65409 0.62650
C 1.22521 3.12196 -0.46722
O 0.71856 1.83516 -0.12925
H 2.50905 4.65011 0.36947
H 2.99613 2.99703 0.77950
H 1.60710 3.70739 1.57757
H 1.75792 3.04906 -1.42231
H 0.37175 3.78694 -0.59916
H 1.47349 1.19983 -0.05571
O -1.60065 -0.31871 -1.54582
F -2.79338 -6.63378 2.41124
C -2.36465 -5.42400 1.91599
C -1.86874 -4.47149 2.78588
C -1.44114 -3.24435 2.29101
C -1.51134 -2.95974 0.90675
C -1.12625 -1.68155 0.38853
C -2.02125 -3.95941 0.04841
C -2.44187 -5.18155 0.55431
H -1.82328 -4.68767 3.84795
H -1.06219 -2.49999 2.98208
H -0.90392 -0.83843 1.09070
H -1.64382 -1.28470 -0.51095
H -2.09114 -3.77505 -1.01635
H -2.83591 -5.94815 -0.10435

* relative energy (zero: lowest compared OMol25 entry of this formula, charge and spin): 503.54 kcal/mol
* spin multiplicity: 3
* Kohn-Sham gap (alpha / beta): 0.1173 / 0.1130 hartree
* charge: -2